# 1
Formula: CH14O5S
Source: the OMol25 dataset
Level of theory: the ωB97M-V functional and the def2-TZVPD basis

The geometry in ORCA input format:
```
! wB97M-V def2-TZVPD RIJCOSX def2/J DEFGRID3
* xyz 0 1
C -3.668 -0.906 -0.881
S -3.030 -2.498 0.065
H -2.768 -0.234 -1.007
H -4.070 -1.475 -1.864
H -4.478 -0.499 -0.234
H -4.221 -2.997 0.286
O 2.494 6.804 -0.319
H 2.337 6.555 0.538
H 1.588 7.092 -0.590
O -1.121 0.190 0.369
H -1.095 -0.623 0.931
H -0.744 0.899 0.898
O 2.753 -4.313 3.462
H 1.879 -3.903 3.755
H 2.664 -5.223 3.232
O 0.959 1.661 -0.717
H 1.746 1.181 -0.949
H 0.241 1.051 -0.947
O 2.659 -0.606 -1.736
H 3.629 -0.840 -1.949
H 2.247 -1.317 -2.341
*
```

As for the highest occupied orbital energy: -9.099 eV. For the total energy, the calculation gives -820.81899 a.u. Its structure (SMILES) is CS.O.O.O.O.O. The calculation puts the energy relative to the best compared isomer or geometry (same formula, charge and spin) at 168.71 kJ/mol.

The computed Löwdin charges, all in e, follow:
1 C -0.39
2 S 0.54
3 H 0.01
4 H 0.06
5 H 0.02
6 H -0.21
7 O -0.04
8 H -0.03
9 H 0.06
10 O -0.10
11 H 0.04
12 H 0.05
13 O -0.08
14 H 0.07
15 H 0.01
16 O -0.07
17 H -0.01
18 H 0.01
19 O -0.12
20 H 0.08
21 H 0.08

=====

# 2
Formula: CH14O5S2
Source: the OMol25 dataset
Level of theory: the ωB97M-V functional and the def2-TZVPD basis

The geometry in ORCA input format:
```
! wB97M-V def2-TZVPD RIJCOSX def2/J DEFGRID3
* xyz 0 1
C -2.296 -2.671 2.167
S -0.788 -1.641 2.395
S -1.578 0.239 2.119
H -1.986 -3.711 2.286
H -2.609 -2.573 1.130
H -3.088 -2.409 2.858
H -1.536 0.500 0.780
O 1.152 4.245 -1.316
H 1.038 4.886 -1.996
H 0.356 3.729 -1.360
O -2.345 -1.322 -1.279
H -1.550 -1.853 -1.418
H -2.125 -0.414 -1.145
O -0.665 1.379 -3.234
H -1.516 1.335 -3.634
H -0.349 0.492 -3.272
O 5.438 -1.685 2.871
H 4.712 -2.301 2.868
H 5.013 -0.826 2.843
O 1.843 1.196 -1.107
H 0.932 1.438 -0.849
H 1.948 1.968 -1.708
*
```

As for the highest occupied orbital energy: -9.372 eV. For the total energy, the calculation gives -1219.03788 a.u. Its structure (SMILES) is CSS.O.O.O.O.O. The calculation puts the energy relative to the best compared isomer or geometry (same formula, charge and spin) at 122.81 kJ/mol.

The computed Löwdin charges, all in e, follow:
1 C -0.47
2 S 0.35
3 S 0.30
4 H 0.03
5 H 0.01
6 H 0.03
7 H -0.22
8 O -0.03
9 H 0.03
10 H 0.02
11 O -0.05
12 H 0.05
13 H -0.01
14 O -0.03
15 H 0.02
16 H 0.02
17 O -0.05
18 H 0.02
19 H 0.03
20 O -0.08
21 H 0.02
22 H 0.03

=====

# 3
Formula: CH14O6
Source: the OMol25 dataset
Level of theory: the ωB97M-V functional and the def2-TZVPD basis

The geometry in ORCA input format:
```
! wB97M-V def2-TZVPD RIJCOSX def2/J DEFGRID3
* xyz 0 1
O -22.321 -2.739 -7.068
H -22.284 -3.199 -7.910
H -22.688 -1.852 -7.101
H -21.480 -2.771 -6.606
C -19.470 -4.316 -5.604
O -19.780 -3.151 -6.295
H -19.787 -4.200 -4.568
H -19.983 -5.241 -5.867
H -18.433 -4.635 -5.498
O -19.186 -0.799 -4.777
H -19.470 -1.571 -5.267
H -18.266 -0.968 -4.574
O -23.454 -1.468 -4.268
H -23.832 -1.091 -3.474
H -23.071 -0.722 -4.729
O -23.634 -0.603 -6.935
H -24.086 -0.132 -7.635
H -24.307 -0.745 -6.268
O -21.763 -4.115 -9.136
H -20.940 -4.572 -8.963
H -21.870 -4.161 -10.086
*
```

As for the highest occupied orbital energy: -6.920 eV. For the total energy, the calculation gives -497.83911 a.u. The calculation puts the energy relative to the best compared isomer or geometry (same formula, charge and spin) at 267.18 kJ/mol.

The computed Löwdin charges, all in e, follow:
1 O 0.24
2 H 0.06
3 H 0.05
4 H 0.07
5 C -0.35
6 O -0.41
7 H 0.05
8 H 0.04
9 H 0.05
10 O -0.09
11 H -0.04
12 H 0.02
13 O -0.03
14 H 0.05
15 H 0.02
16 O 0.00
17 H 0.09
18 H 0.06
19 O 0.00
20 H 0.08
21 H 0.07

=====

# 4
Formula: CH14O7
Source: the OMol25 dataset
Level of theory: the ωB97M-V functional and the def2-TZVPD basis

The geometry in ORCA input format:
```
! wB97M-V def2-TZVPD RIJCOSX def2/J DEFGRID3
* xyz 0 1
O 0.037 3.293 0.423
C 0.547 3.522 1.849
H -2.846 0.965 -1.909
H 1.542 2.983 1.885
H -0.532 0.864 1.786
H -1.419 0.743 2.895
O -1.166 0.172 2.325
H 0.588 -1.512 -1.290
H -0.376 -0.247 -0.918
O -0.203 -1.071 -1.553
H -3.151 1.174 -0.276
H 0.252 -2.127 1.329
O -2.520 0.934 -0.994
H 1.841 -3.017 -0.925
H 0.471 -2.642 -1.772
O 1.205 -3.365 -1.640
H -0.617 -1.638 0.323
H -0.542 2.512 0.450
O 0.250 -1.736 0.494
H 2.499 -0.541 -0.291
H 2.111 0.589 -1.553
O 2.031 0.146 -0.639
*
```

As for the highest occupied orbital energy: -9.583 eV. For the total energy, the calculation gives -572.86278 a.u. The calculation puts the energy relative to the best compared isomer or geometry (same formula, charge and spin) at 756.60 kJ/mol.

The computed Löwdin charges, all in e, follow:
1 O -0.20
2 C 0.17
3 H 0.06
4 H -0.01
5 H 0.12
6 H -0.09
7 O -0.01
8 H -0.06
9 H 0.10
10 O -0.14
11 H 0.06
12 H 0.05
13 O -0.07
14 H 0.07
15 H 0.04
16 O -0.13
17 H -0.01
18 H 0.03
19 O -0.02
20 H -0.02
21 H 0.12
22 O -0.05

=====

# 5
Formula: CH15LiO7
Source: the OMol25 dataset
Level of theory: the ωB97M-V functional and the def2-TZVPD basis

The geometry in ORCA input format:
```
! wB97M-V def2-TZVPD RIJCOSX def2/J DEFGRID3
* xyz 0 1
Li 2.201 0.668 -0.867
C 0.137 0.325 0.023
O 1.144 -0.636 0.231
H 0.304 0.643 -0.938
H 0.071 1.066 0.858
H -0.689 -0.143 0.082
O 1.276 -1.045 2.842
H 1.157 -0.858 1.828
H 1.888 -0.256 2.727
O -0.934 2.899 2.407
H -0.718 3.738 2.732
H -0.400 2.451 3.032
O 1.755 -0.226 -2.839
H 0.811 -0.349 -2.808
H 2.117 -0.233 -3.690
O 0.707 -3.081 -0.689
H 0.987 -3.705 0.120
H 0.935 -2.206 -0.396
O -1.757 1.988 -2.184
H -1.227 1.185 -2.088
H -1.651 2.397 -1.214
O -2.917 -1.846 0.064
H -3.189 -1.194 0.696
H -2.008 -1.583 0.067
*
```

As for the highest occupied orbital energy: -9.279 eV. For the total energy, the calculation gives -581.22391 a.u. The calculation puts the energy relative to the best compared isomer or geometry (same formula, charge and spin) at 118.68 kJ/mol.

The computed Löwdin charges, all in e, follow:
1 Li 0.81
2 C -0.26
3 O -0.44
4 H 0.00
5 H 0.10
6 H 0.00
7 O -0.17
8 H -0.02
9 H 0.03
10 O -0.02
11 H 0.01
12 H 0.02
13 O -0.03
14 H 0.05
15 H 0.03
16 O -0.13
17 H 0.11
18 H -0.08
19 O -0.10
20 H -0.01
21 H 0.11
22 O -0.03
23 H 0.03
24 H -0.01

=====

# 6
Formula: CH15N2O5
Source: the OMol25 dataset
Level of theory: the ωB97M-V functional and the def2-TZVPD basis

The geometry in ORCA input format:
```
! wB97M-V def2-TZVPD RIJCOSX def2/J DEFGRID3
* xyz 1 1
N 1.083 -0.053 0.779
C 1.130 -1.008 -0.102
N 0.194 -1.252 -0.987
H 0.324 0.641 0.676
H 1.772 0.005 1.528
H 2.042 -1.589 -0.201
H 0.264 -2.018 -1.641
H -0.720 -0.796 -0.917
H -2.150 -0.237 -2.316
H -3.183 -0.912 -1.323
O -2.507 -0.234 -1.421
H 2.744 0.636 3.797
H 3.641 0.699 2.581
O 2.902 0.201 2.951
H -2.639 4.200 2.175
H -1.595 4.395 1.112
O -2.195 3.725 1.463
H 1.114 -4.316 -2.615
H 1.427 -3.433 -3.676
O 1.030 -3.359 -2.784
H -1.793 1.087 -0.289
H -1.689 2.164 0.832
O -1.194 1.453 0.378
*
```

As for the highest occupied orbital energy: -14.040 eV. For the total energy, the calculation gives -532.63102 a.u. The calculation puts the energy relative to the best compared isomer or geometry (same formula, charge and spin) at 4.06 kJ/mol.

The computed Löwdin charges, all in e, follow:
1 N 0.19
2 C -0.18
3 N 0.18
4 H 0.08
5 H 0.07
6 H 0.16
7 H 0.07
8 H 0.08
9 H 0.08
10 H 0.09
11 O -0.04
12 H 0.07
13 H 0.07
14 O -0.04
15 H 0.07
16 H 0.07
17 O -0.04
18 H 0.07
19 H 0.07
20 O -0.06
21 H 0.01
22 H 0.02
23 O -0.07

=====

# 7
Formula: CH15NO5
Source: the OMol25 dataset
Level of theory: the ωB97M-V functional and the def2-TZVPD basis

The geometry in ORCA input format:
```
! wB97M-V def2-TZVPD RIJCOSX def2/J DEFGRID3
* xyz 0 1
C 2.839 -0.557 -0.775
N 1.796 -1.517 -1.332
H 2.727 -0.549 0.302
H 2.516 0.427 -1.154
H 3.779 -0.631 -1.303
H 2.236 -2.196 -1.937
H 1.493 -2.005 -0.480
O -2.781 4.781 2.627
H -3.162 3.963 2.267
H -3.461 5.388 2.301
O 0.644 -2.447 1.284
H -0.185 -2.890 1.467
H 0.439 -1.520 1.246
O -0.659 0.837 0.972
H -0.403 0.714 0.044
H -1.264 1.562 0.835
O 0.102 0.720 -1.687
H 0.406 -0.230 -1.756
H -0.367 1.052 -2.438
O -2.092 -1.994 -0.080
H -1.873 -1.155 0.327
H -2.729 -1.755 -0.730
*
```

As for the highest occupied orbital energy: -9.660 eV. For the total energy, the calculation gives -478.02425 a.u. Its structure (SMILES) is CN.O.O.O.O.O. The calculation puts the energy relative to the best compared isomer or geometry (same formula, charge and spin) at 112.74 kJ/mol.

The computed Löwdin charges, all in e, follow:
1 C -0.13
2 N -0.07
3 H 0.07
4 H 0.05
5 H 0.06
6 H 0.06
7 H 0.03
8 O -0.07
9 H 0.03
10 H 0.03
11 O -0.04
12 H 0.04
13 H 0.01
14 O -0.06
15 H -0.02
16 H 0.03
17 O -0.09
18 H 0.03
19 H 0.04
20 O -0.04
21 H 0.00
22 H 0.02

=====

# 8
Formula: CH15NO6
Source: the OMol25 dataset
Level of theory: the ωB97M-V functional and the def2-TZVPD basis

The geometry in ORCA input format:
```
! wB97M-V def2-TZVPD RIJCOSX def2/J DEFGRID3
* xyz 0 1
C 1.239 -1.011 -0.613
N 2.323 -0.447 0.272
H 0.757 -0.160 -1.179
H 0.416 -1.673 -0.210
H 1.863 -1.493 -1.328
H 0.050 -0.715 3.983
H 2.295 -0.890 1.179
O 0.227 -0.740 3.049
H -0.696 0.203 -2.386
H -0.837 -1.206 -3.239
O -1.184 -0.694 -2.516
H -0.004 2.468 -2.280
H 0.472 1.831 -0.457
O 0.212 1.494 -2.185
H -1.699 -0.421 0.733
H -1.958 -0.950 -0.718
O -1.667 -1.251 0.149
H -0.487 -0.157 2.621
H -2.306 1.076 1.492
O -1.425 0.762 1.738
H 2.007 0.469 0.515
H -0.222 1.598 0.903
O 0.624 1.906 0.477
*
```

As for the highest occupied orbital energy: -10.370 eV. For the total energy, the calculation gives -552.94771 a.u. The calculation puts the energy relative to the best compared isomer or geometry (same formula, charge and spin) at 979.41 kJ/mol.

The computed Löwdin charges, all in e, follow:
1 C -0.07
2 N 0.16
3 H 0.05
4 H 0.11
5 H 0.10
6 H 0.02
7 H 0.09
8 O -0.10
9 H 0.00
10 H 0.04
11 O -0.09
12 H 0.05
13 H -0.03
14 O -0.21
15 H 0.00
16 H 0.02
17 O 0.01
18 H -0.01
19 H 0.03
20 O -0.22
21 H 0.04
22 H 0.02
23 O 0.01

=====

# 9
Formula: CH15NO6
Source: the OMol25 dataset
Level of theory: the ωB97M-V functional and the def2-TZVPD basis

The geometry in ORCA input format:
```
! wB97M-V def2-TZVPD RIJCOSX def2/J DEFGRID3
* xyz 1 2
C -0.628 -1.693 -0.872
N -0.046 -0.567 -0.897
H -0.018 -2.542 -1.132
H -1.611 -1.905 -0.572
H -0.823 0.130 -0.942
H -1.946 2.513 -2.210
H -0.303 2.525 -2.572
O -1.031 2.477 -1.947
H -0.018 -2.184 1.936
H -0.717 -2.951 0.992
O -0.905 -2.169 1.535
H 0.880 1.153 2.089
H 0.325 1.864 1.106
O 1.061 2.061 1.752
H 1.535 -1.459 0.945
H 2.724 -1.858 1.844
O 2.107 -1.138 1.644
H 2.098 1.039 -0.926
H 3.627 1.085 -1.302
O 2.728 1.140 -1.652
H -2.975 0.013 0.397
H -3.237 1.555 0.686
O -2.827 0.912 0.101
*
```

As for the highest occupied orbital energy (alpha / beta): -14.312 / -14.292 eV. For the total energy, the calculation gives -552.83368 a.u. The calculation puts the energy relative to the best compared isomer or geometry (same formula, charge and spin) at 324.67 kJ/mol. The expectation value of S² is 0.76.

The computed Löwdin charges, all in e, follow:
1 C 0.07
2 N 0.32
3 H 0.14
4 H 0.11
5 H 0.11
6 H 0.04
7 H 0.05
8 O -0.05
9 H 0.05
10 H 0.05
11 O -0.03
12 H 0.03
13 H 0.03
14 O -0.07
15 H -0.02
16 H 0.07
17 O -0.03
18 H 0.00
19 H 0.07
20 O 0.00
21 H 0.03
22 H 0.07
23 O -0.04

=====

# 10
Formula: CH15O7
Source: the OMol25 dataset
Level of theory: the ωB97M-V functional and the def2-TZVPD basis

The geometry in ORCA input format:
```
! wB97M-V def2-TZVPD RIJCOSX def2/J DEFGRID3
* xyz -1 1
C 1.667 1.524 0.910
O 2.019 0.422 1.758
H 2.654 1.825 0.617
H 0.975 1.017 0.090
H 0.981 2.183 1.442
H 2.502 -1.556 -0.727
H 1.339 -1.126 -0.021
O 1.619 -1.310 -0.971
H 0.052 -1.628 -1.382
H -0.661 -1.522 -0.060
O -0.842 -1.791 -1.022
H -0.997 0.636 -2.397
H 0.485 1.166 -2.383
O -0.298 0.855 -2.865
H -0.737 0.178 1.663
H -1.376 1.608 1.863
O -1.514 0.770 1.671
H -2.833 -0.047 -0.893
H -1.949 0.779 0.080
O -2.524 0.817 -0.697
H 1.319 -0.526 1.678
H 0.158 -1.628 1.929
O 0.051 -1.075 1.255
*
```

As for the highest occupied orbital energy: -5.710 eV. For the total energy, the calculation gives -573.75051 a.u. The calculation puts the energy relative to the best compared isomer or geometry (same formula, charge and spin) at 299.65 kJ/mol.

The computed Löwdin charges, all in e, follow:
1 C -0.20
2 O -0.31
3 H 0.06
4 H 0.09
5 H 0.05
6 H 0.04
7 H 0.03
8 O -0.09
9 H -0.03
10 H -0.02
11 O -0.15
12 H -0.10
13 H 0.04
14 O -0.01
15 H -0.02
16 H -0.04
17 O -0.02
18 H 0.00
19 H -0.03
20 O -0.08
21 H 0.10
22 H -0.05
23 O -0.27

=====

# 11
Formula: CH15O7
Source: the OMol25 dataset
Level of theory: the ωB97M-V functional and the def2-TZVPD basis

The geometry in ORCA input format:
```
! wB97M-V def2-TZVPD RIJCOSX def2/J DEFGRID3
* xyz -1 1
C -1.699 -0.485 0.943
O -2.119 -1.800 0.562
H -1.498 0.108 0.053
H -2.517 -0.025 1.506
H -0.837 -0.633 1.596
H 1.087 -0.093 1.530
H 0.807 -1.591 1.875
O 1.051 -0.756 2.258
H 1.831 0.314 -0.550
H 0.485 -1.305 -0.580
O 0.931 0.134 -0.236
H 0.377 1.353 2.393
H 0.424 2.205 1.001
O 0.761 2.049 1.862
H 0.756 0.212 -1.690
H -0.611 -0.138 -2.659
O 0.317 0.096 -2.669
H 0.547 1.863 -0.715
H 0.471 1.887 -2.111
O 0.486 2.568 -1.406
H -1.366 -2.114 0.037
H 0.085 -1.723 -1.933
O 0.230 -2.129 -1.068
*
```

As for the highest occupied orbital energy: -6.316 eV. For the total energy, the calculation gives -573.80065 a.u. The calculation puts the energy relative to the best compared isomer or geometry (same formula, charge and spin) at 168.00 kJ/mol.

The computed Löwdin charges, all in e, follow:
1 C -0.17
2 O -0.15
3 H 0.07
4 H 0.08
5 H 0.04
6 H -0.01
7 H 0.02
8 O -0.11
9 H 0.04
10 H -0.04
11 O -0.36
12 H 0.02
13 H -0.01
14 O -0.04
15 H 0.01
16 H 0.03
17 O -0.17
18 H -0.02
19 H -0.01
20 O -0.12
21 H 0.02
22 H 0.01
23 O -0.11

=====

# 12
Formula: CH16AgO7
Source: the OMol25 dataset
Level of theory: the ωB97M-V functional and the def2-TZVPD basis

The geometry in ORCA input format:
```
! wB97M-V def2-TZVPD RIJCOSX def2/J DEFGRID3
* xyz 1 3
Ag -0.257 -0.122 -0.299
C 1.933 0.956 2.013
O 0.578 1.145 1.617
H 1.833 0.242 2.831
H 2.591 0.497 1.276
H 2.197 1.952 2.367
H 0.127 1.621 2.318
O 1.634 -1.378 -0.350
H 1.987 -1.517 0.529
H 2.079 -2.029 -0.893
O -2.172 1.273 -0.048
H -2.491 1.881 0.618
H -2.884 1.221 -0.686
O 0.068 -0.666 -2.620
H -0.311 -1.480 -2.953
H 0.271 -0.158 -3.406
O 0.749 1.822 -1.260
H 0.288 2.247 -1.983
H 1.520 2.370 -1.113
O -0.695 -1.335 1.550
H -1.434 -1.924 1.395
H -0.382 -1.567 2.424
O -2.137 -1.457 -0.945
H -2.014 -2.144 -1.601
H -3.079 -1.449 -0.780
*
```

As for the highest occupied orbital energy (alpha / beta): -6.516 / -14.107 eV. For the total energy, the calculation gives -720.89439 a.u. The expectation value of S² is 2.00.

The computed Löwdin charges, all in e, follow:
1 Ag 1.09
2 C -0.13
3 O -0.24
4 H 0.08
5 H 0.07
6 H 0.10
7 H 0.09
8 O -0.09
9 H 0.04
10 H 0.07
11 O -0.09
12 H 0.06
13 H 0.04
14 O -0.11
15 H 0.03
16 H 0.05
17 O -0.10
18 H 0.05
19 H 0.06
20 O -0.11
21 H 0.04
22 H 0.06
23 O -0.12
24 H 0.03
25 H 0.05